The following is a DFT calculation (ωB97M-V with the def2-TZVPD basis set) of a molecular structure, C6H8LuO4 in a non-equilibrium geometry.

Computed properties:
Total charge = +1
HOMO = -12.20 eV
Kohn-Sham gap = 7.524 eV

Atoms and positions in Å:
H -2.948 -1.127 -4.239
C -2.947 -1.757 -3.349
O -0.313 -1.697 1.429
H -0.651 -1.405 3.455
H 1.665 2.523 1.572
O -0.915 -1.895 -1.949
H 0.726 0.699 3.535
O 1.295 0.598 -1.179
Lu 0.517 -0.941 -0.209
C 0.470 0.173 2.616
O 1.231 0.485 1.490
H 1.715 2.631 -0.950
C 1.158 1.791 0.926
C -1.929 -1.702 -2.536
C 1.816 1.650 -0.444
H 0.040 2.123 0.842
H 2.897 1.456 -0.267
C -0.198 -0.999 2.538
H -3.629 -2.606 -3.280